Record 1
Density functional theory data (ωB97M-V/def2-TZVPD) for C4H4FP in the gas phase in a non-equilibrium geometry.

Values from the calculation:
**SMILES string**: FC1=CC=[PH]=C1
**Calculated total energy**: -595.92303 Eh
**Orbital gap**: 8.507 eV
**Energy relative to the best compared isomer or geometry (same formula, charge and spin)**: 2.6127 eV
**HOMO**: -8.6 eV
**LUMO**: -0.0032 Eh

Geometry as XYZ:
```
10
C4H4FP (ωB97M-V/def2-TZVPD)
C -0.852 1.267 0.050
F -2.870 0.175 0.035
H -1.327 2.138 0.303
P 0.811 0.895 -0.349
H 1.567 1.095 0.735
C -0.917 -1.148 -0.147
H -1.337 -2.073 -0.027
H 1.558 -1.389 -0.377
C 0.681 -0.878 -0.169
C -1.563 0.111 -0.108
```

Here are the Löwdin charges for atoms 1 to 6, given in e: atom 1 (C): -0.264, atom 2 (F): 0.072, atom 3 (H): 0.042, atom 4 (P): 0.871, atom 5 (H): -0.071, atom 6 (C): 0.000



Record 2
Density functional theory data (ωB97M-V/def2-TZVPD) for C23H34N2O3 in the gas phase.

Values from the calculation:
**SMILES string**: CCC(=O)c1ccc(OCC(=O)NCC2(N3CCCCC3)CCCCC2)cc1
**Calculated total energy**: -1232.07228 Eh
**Orbital gap**: 8.413 eV
**Energy relative to the best compared isomer or geometry (same formula, charge and spin)**: 0.8079 eV
**HOMO**: -8.0 eV
**LUMO**: 0.0157 Eh

Geometry as XYZ:
```
62
C23H34N2O3 (ωB97M-V/def2-TZVPD)
H 1.934 -2.830 1.473
H 3.855 -0.500 -4.240
O 1.498 -0.213 2.659
C 5.027 3.270 -3.142
C -2.071 0.156 0.597
C -0.598 0.555 0.910
C -1.667 -1.124 3.801
H -0.510 0.875 1.950
H -2.592 -3.062 3.956
C -1.466 -2.941 2.128
H -1.590 -1.222 -1.037
C 3.666 3.957 -3.021
H -1.875 -0.877 4.844
O 5.201 1.485 -4.708
C 3.740 -0.322 -3.182
H -0.328 1.404 0.269
C 4.221 0.883 -2.658
C -3.606 -0.520 -1.325
H 3.297 -1.696 1.558
C 3.001 -1.016 -1.005
H 2.760 -2.184 -2.775
C -2.758 -0.501 2.920
H -4.028 1.530 -1.834
O 2.385 -1.999 -0.290
H -5.460 0.571 -1.450
H 3.797 4.992 -2.716
H 3.154 3.943 -3.981
N -2.650 -0.812 1.508
C -2.888 1.472 0.661
H -4.069 -1.306 -0.729
H 3.390 0.387 0.585
H -2.767 0.577 3.068
H -2.829 1.920 1.652
H -3.608 -0.841 -2.370
H -3.730 -0.889 3.260
H -4.772 0.487 0.935
C -2.162 -0.308 -0.870
H 5.552 3.301 -2.187
C -2.564 -2.242 1.314
H -2.445 2.185 -0.037
C -4.422 0.757 -1.169
H -3.530 -2.662 1.633
C 1.356 -0.760 1.585
H -2.436 -2.485 0.262
C 3.135 -1.255 -2.375
H -0.689 -0.714 3.551
C -4.343 1.239 0.274
C -1.646 -2.636 3.610
C 4.859 1.834 -3.599
H -0.486 -2.591 1.805
H -4.908 2.166 0.393
H -1.711 0.470 -1.490
C 3.482 0.175 -0.469
C 4.084 1.110 -1.291
H 4.461 2.015 -0.840
C 2.311 -1.867 1.112
H 0.362 -0.984 -0.168
H -0.839 -3.083 4.194
N 0.366 -0.499 0.717
H 3.037 3.454 -2.290
H 5.632 3.788 -3.888
H -1.521 -4.016 1.947
```

Here are the Löwdin charges for atoms 1 to 6, given in e: atom 1 (H): 0.138, atom 2 (H): 0.121, atom 3 (O): 0.062, atom 4 (C): -0.175, atom 5 (C): -0.418, atom 6 (C): -0.091



Record 3
Density functional theory data (ωB97M-V/def2-TZVPD) for a gas-phase ion, C5H10NS (charge +1) in a non-equilibrium geometry.

Values from the calculation:
**SMILES string**: CSC#C[NH+](C)C
**Calculated total energy**: -648.95060 Eh
**Orbital gap (spin up / spin down)**: 7.925 / 7.920 eV
**Energy relative to the best compared isomer or geometry (same formula, charge and spin)**: 7.4770 eV
**Total charge**: +1
**HOMO (spin up / spin down)**: -12.5 / -12.5 eV
**LUMO (spin up / spin down)**: -0.1690 / -0.1689 Eh

Geometry as XYZ:
```
17
C5H10NS (ωB97M-V/def2-TZVPD)
H -0.638 2.770 -0.516
H 2.205 1.878 -0.485
H 0.604 3.442 0.565
C -0.986 -3.700 -0.318
C 1.457 1.087 -0.518
C -0.149 2.668 0.452
H 1.943 0.124 -0.384
H 0.940 1.259 1.462
C -1.029 -1.125 0.341
H 0.018 -3.588 0.084
N 0.461 1.310 0.550
C -0.673 0.491 0.682
H -1.647 -4.150 0.414
H 0.959 1.107 -1.485
S -1.600 -2.049 -0.847
H -0.910 2.780 1.225
H -0.955 -4.305 -1.223
```

Here are the Löwdin charges for atoms 1 to 6, given in e: atom 1 (H): 0.116, atom 2 (H): 0.109, atom 3 (H): 0.112, atom 4 (C): -0.312, atom 5 (C): 0.006, atom 6 (C): -0.012



Record 4
Density functional theory data (ωB97M-V/def2-TZVPD) for a molecular structure, C40H41P2V in a non-equilibrium geometry.

Values from the calculation:
**Calculated total energy**: -3174.89626 Eh
**Orbital gap (spin up / spin down)**: 7.072 / 7.649 eV
**Spin multiplicity**: 3
**Total charge**: +2
**HOMO (spin up / spin down)**: -14.2 / -14.2 eV
**LUMO (spin up / spin down)**: -0.2625 / -0.2410 Eh

Geometry as XYZ:
```
84
C40H41P2V (ωB97M-V/def2-TZVPD)
P 1.263 1.163 1.554
H -3.718 -1.868 -3.503
C -3.246 4.063 -0.085
C -1.362 -2.006 0.567
C 3.503 3.245 -3.594
H -0.525 -4.231 -1.063
H -1.548 -2.396 1.587
H -0.532 -0.858 -6.201
C -1.609 1.182 4.543
C -2.226 -1.412 -4.989
C 1.639 5.089 0.555
H 1.856 -1.653 -0.760
H 5.110 -2.000 1.279
C 1.989 2.755 0.993
C -0.577 0.235 -4.340
H -4.297 5.718 -0.968
V -0.051 0.116 -0.027
H -1.840 3.393 -3.611
C -0.314 3.173 4.889
C 2.779 0.334 2.199
C -3.619 4.888 -1.137
H -2.646 -2.092 -5.728
C 0.296 1.643 3.076
C -1.734 2.830 -1.529
H -0.408 -4.568 0.687
P -0.474 1.502 -1.791
C 3.416 1.916 -3.195
C 1.138 3.851 0.884
H 1.094 -4.364 -0.295
H -2.030 2.634 6.084
H 4.772 4.245 -0.368
C 0.053 -2.488 0.179
H 4.280 1.262 -3.301
C -0.774 0.828 3.482
H 0.680 -2.445 1.081
H -2.121 -2.448 -0.108
H -0.133 4.099 5.432
H -2.446 0.545 4.820
C -3.142 4.602 -2.411
C 3.766 4.154 0.056
C -2.853 -1.251 -3.754
H 2.174 0.373 -2.366
C -2.202 3.591 -2.606
C 0.518 2.807 3.825
H -2.886 -0.196 -1.887
H -3.670 4.235 0.897
C 2.227 1.423 -2.656
H 2.976 -0.994 0.520
H 3.951 2.048 0.419
H 4.914 0.368 4.868
C -2.354 3.017 -0.283
C 2.966 5.288 0.180
H 1.310 6.429 -1.523
C 2.432 4.090 -3.340
H 0.890 5.865 0.603
C 3.291 2.907 0.473
H 6.057 -1.368 3.490
C 4.504 0.072 3.901
C 0.764 -1.634 -0.866
H -2.119 2.335 0.536
C 1.233 3.583 -2.844
H 0.661 6.323 -1.150
H 2.550 5.158 -3.528
C -1.062 -0.693 -5.264
C 3.413 -0.674 1.456
C 3.332 0.683 3.438
H 0.393 4.252 -2.717
H -3.505 5.167 -3.261
C 1.081 2.230 -2.519
H 3.387 6.265 -0.045
H -0.974 -0.104 2.955
H 1.344 3.466 3.573
H 2.846 1.438 4.049
H -1.543 -0.905 0.647
H 0.330 0.783 -4.578
C -1.215 0.438 -3.108
H 0.478 -1.814 -1.911
C 5.145 -0.901 3.126
C 4.598 -1.258 1.895
C 0.053 -4.017 -0.151
C -1.379 2.355 5.257
H 4.404 3.604 -4.084
C -2.371 -0.317 -2.842
H 0.091 3.801 1.135
```

Here are the Löwdin charges for atoms 1 to 6, given in e: atom 1 (P): 1.042, atom 2 (H): 0.120, atom 3 (C): -0.062, atom 4 (C): -0.067, atom 5 (C): -0.052, atom 6 (H): 0.093



Record 5
Density functional theory data (ωB97M-V/def2-TZVPD) for C6H14O in the gas phase in a non-equilibrium geometry.

Values from the calculation:
**SMILES string**: CC(C)CCCO
**Calculated total energy**: -312.18085 Eh
**Orbital gap**: 11.077 eV
**Energy relative to the best compared isomer or geometry (same formula, charge and spin)**: 2.0188 eV
**HOMO**: -10.2 eV
**LUMO**: 0.0328 Eh

Geometry as XYZ:
```
21
C6H14O (ωB97M-V/def2-TZVPD)
H 0.279 -2.308 0.708
C -0.272 0.644 0.397
C 1.014 -0.230 0.238
H -2.803 -0.695 -1.870
H 2.328 0.701 1.626
H -0.120 1.552 -0.152
H 3.276 0.265 0.112
C 2.286 0.575 0.493
H 2.085 1.603 0.096
H -1.845 -0.753 0.704
H -2.426 0.937 0.329
H -0.305 1.009 1.381
H 0.973 -1.599 2.134
H 0.991 -0.745 -0.734
O -2.335 1.325 -1.849
H -1.426 1.836 -2.027
C -1.944 -0.074 -1.513
C 1.049 -1.599 1.065
H 2.028 -1.945 0.739
H -1.105 -0.641 -1.906
C -1.728 0.142 0.027
```

Here are the Löwdin charges for atoms 1 to 6, given in e: atom 1 (H): 0.071, atom 2 (C): -0.185, atom 3 (C): -0.413, atom 4 (H): 0.114, atom 5 (H): 0.101, atom 6 (H): 0.081



Look up the calculated total energy of the third one.
-648.95060 Eh



What is the calculated total energy in the fifth record?
-312.18085 Eh



The lowest calculated total energy belongs to which entry?
C40H41P2V